1.
Here is C18H28NO4P2Tb as an isolated structure from the OMol25 dataset. Energies are from wB97M-V/def2-TZVPD.

- HOMO (spin up / spin down) (eV) = -12.164 / -12.304
- net charge = +2
- multiplicity = 7
- <S²> = 12.6967
- relative energy (zero: lowest compared OMol25 entry of this formula, charge and spin) (kJ/mol) = 172.9
- LUMO level (spin up / spin down) (eV) = -7.151 / -7.005
- Kohn-Sham gap (spin up / spin down) (eV) = 5.0 / 5.3

Positions of all 54 atoms, in Å:
Tb 0.577 -0.687 0.242
P -0.500 -1.963 -1.880
C 0.848 -1.530 -2.973
C 1.779 -0.479 -2.727
N 1.645 0.350 -1.606
C 2.399 1.467 -1.482
C 3.394 1.758 -2.404
C 3.660 0.873 -3.454
C 2.883 -0.259 -3.597
C 2.157 2.408 -0.298
P 1.701 1.552 1.279
H 3.092 -1.006 -4.370
H 3.945 2.680 -2.254
H 4.468 1.098 -4.156
H 3.063 3.012 -0.124
H 1.348 3.106 -0.583
H 3.020 -2.856 1.410
H 1.216 -2.266 -3.694
H 2.386 -2.056 5.619
O 2.828 -2.445 0.567
H 3.606 -2.673 0.031
H -1.277 -1.421 1.119
O 2.596 -2.263 4.714
H 2.665 -1.398 4.278
C 3.317 1.434 2.110
H 3.820 2.410 2.175
H 3.142 1.049 3.125
H 3.965 0.722 1.577
C 0.826 2.865 2.170
H 0.213 2.376 2.937
H 1.522 3.565 2.653
H 0.158 3.419 1.497
C -1.891 -1.307 -2.879
H -2.064 -2.022 -3.696
H -2.795 -1.188 -2.265
H -1.582 -0.335 -3.289
C -0.690 -3.766 -2.123
H -1.625 -4.094 -1.646
H -0.730 -3.980 -3.201
H 0.144 -4.296 -1.641
O -1.326 -0.578 1.628
C -2.006 0.346 0.782
O -1.316 0.649 -0.223
C -3.375 0.632 1.138
C -4.334 0.853 0.124
C -5.687 0.886 0.457
C -6.104 0.774 1.789
C -5.149 0.539 2.784
C -3.793 0.479 2.471
H -4.002 0.927 -0.911
H -6.433 1.020 -0.322
H -7.160 0.886 2.061
H -5.486 0.431 3.812
H -3.055 0.302 3.249



2.
Here is a 5-piece molecular cluster, C32H75N4O5 overall from the OMol25 dataset. Energies are from wB97M-V/def2-TZVPD.

- HOMO (eV) = -3.711
- net charge = -1
- LUMO level (eV) = 1.743
- Kohn-Sham gap (eV) = 5.5

Positions of all 116 atoms, in Å:
C 1.043 5.052 -2.193
C -0.027 5.647 -3.261
O 0.254 4.967 -4.511
C -0.876 4.979 -5.413
C -0.307 5.556 -6.814
O -0.121 6.987 -6.702
C 0.688 7.508 -7.781
C 2.277 7.287 -7.551
O 2.807 8.454 -6.870
C 2.737 8.178 -5.441
C 2.494 9.500 -4.550
O 2.851 10.671 -4.891
O 1.844 9.340 -3.335
H 0.676 4.084 -1.712
H 1.954 4.760 -2.839
H 1.360 5.841 -1.423
H -1.096 5.503 -2.886
H 0.196 6.775 -3.347
H -1.756 5.602 -5.018
H -1.202 3.881 -5.569
H 0.754 5.104 -6.898
H -0.933 5.247 -7.717
H 0.330 7.019 -8.763
H 0.507 8.644 -7.850
H 2.496 6.361 -6.906
H 2.775 7.231 -8.576
H 3.712 7.674 -5.079
H 1.887 7.459 -5.160
C 3.468 -1.463 0.330
C 3.131 -0.569 -0.858
N 3.353 0.848 -0.603
C 2.744 1.719 -1.607
C 3.269 1.627 -3.038
C 4.697 1.225 -0.179
C 5.863 0.854 -1.094
H 2.942 -1.137 1.232
H 3.164 -2.492 0.119
H 4.541 -1.476 0.539
H 2.069 -0.725 -1.079
H 3.687 -0.919 -1.737
H 2.814 2.760 -1.273
H 1.668 1.508 -1.629
H 4.251 2.089 -3.138
H 2.595 2.165 -3.710
H 3.328 0.596 -3.393
H 4.882 0.776 0.803
H 4.728 2.304 0.011
H 5.810 -0.182 -1.439
H 6.804 0.965 -0.548
H 5.921 1.507 -1.964
C -3.387 -1.350 3.791
C -2.526 -0.569 2.805
N -1.188 -0.278 3.304
C -0.479 0.723 2.510
C -0.147 0.372 1.061
C -0.391 -1.426 3.719
C -0.143 -2.530 2.692
H -3.428 -0.850 4.762
H -4.410 -1.427 3.411
H -3.017 -2.368 3.938
H -3.045 0.377 2.614
H -2.499 -1.107 1.850
H 0.446 1.004 3.025
H -1.083 1.638 2.505
H 0.667 -0.350 0.998
H 0.184 1.270 0.533
H -1.011 -0.023 0.520
H -0.875 -1.879 4.592
H 0.575 -1.078 4.102
H -1.055 -2.825 2.166
H 0.239 -3.421 3.199
H 0.604 -2.238 1.954
C -8.702 -1.123 0.568
C -7.181 -1.168 0.481
N -6.667 -2.411 -0.082
C -5.231 -2.587 0.119
C -4.292 -1.588 -0.553
C -7.163 -2.772 -1.406
C -6.960 -1.770 -2.541
H -9.093 -1.992 1.104
H -9.017 -0.227 1.109
H -9.166 -1.086 -0.421
H -6.802 -1.062 1.504
H -6.829 -0.290 -0.074
H -4.945 -3.600 -0.186
H -5.037 -2.558 1.198
H -4.227 -1.756 -1.628
H -3.282 -1.708 -0.151
H -4.591 -0.552 -0.377
H -8.236 -2.977 -1.323
H -6.731 -3.734 -1.704
H -7.240 -0.753 -2.256
H -7.588 -2.051 -3.392
H -5.929 -1.760 -2.896
C 2.938 -3.935 5.113
C 3.430 -5.222 5.764
N 2.371 -5.990 6.406
C 2.870 -7.043 7.286
C 3.667 -8.181 6.650
C 1.242 -6.364 5.561
C 1.534 -7.171 4.297
H 2.381 -3.320 5.825
H 3.791 -3.347 4.760
H 2.300 -4.133 4.249
H 4.166 -4.933 6.523
H 3.972 -5.816 5.016
H 2.033 -7.471 7.849
H 3.505 -6.573 8.047
H 3.024 -8.862 6.093
H 4.152 -8.771 7.432
H 4.452 -7.817 5.983
H 0.722 -5.446 5.263
H 0.502 -6.905 6.162
H 2.366 -6.760 3.721
H 0.655 -7.160 3.646
H 1.750 -8.215 4.522



3.
Here is C22H21F3N5OSV as an isolated structure from the OMol25 dataset. Energies are from wB97M-V/def2-TZVPD.

- HOMO (spin up / spin down) (eV) = -3.051 / -3.794
- net charge = -1
- multiplicity = 4
- <S²> = 4.1878
- LUMO level (spin up / spin down) (eV) = 2.837 / 2.238
- Kohn-Sham gap (spin up / spin down) (eV) = 5.9 / 6.0

Positions of all 54 atoms, in Å:
V 0.264 0.566 -1.822
S 2.346 -0.292 -2.332
C 2.759 -0.411 -0.610
N 4.031 -0.628 -0.308
N 4.296 -0.795 1.036
C 3.564 -1.458 2.008
C 2.572 -2.396 1.694
C 1.909 -3.071 2.702
C 2.213 -2.854 4.044
C 3.213 -1.941 4.356
C 3.881 -1.249 3.353
N 1.837 -0.284 0.369
N 0.601 0.033 -0.026
C -0.360 0.050 1.007
C -0.068 -0.301 2.329
C -1.073 -0.295 3.285
C -2.379 0.052 2.954
C -2.665 0.410 1.643
C -1.666 0.416 0.683
H 5.159 -0.369 1.314
H 2.325 -2.575 0.656
H 1.133 -3.780 2.436
H 1.686 -3.388 4.826
H 3.470 -1.751 5.392
H 4.647 -0.523 3.610
H 0.946 -0.583 2.580
H -0.829 -0.569 4.306
H -3.162 0.039 3.702
H -3.675 0.681 1.358
H -1.913 0.710 -0.334
F -5.783 -0.614 -1.257
C -5.280 -1.128 -2.416
F -6.072 -0.608 -3.387
F -5.538 -2.452 -2.362
C -3.857 -0.840 -2.632
C -2.850 -1.796 -2.334
C -1.545 -1.475 -2.501
N -1.118 -0.212 -2.919
C -2.121 0.702 -3.254
C -3.444 0.433 -3.111
H -3.115 -2.785 -1.987
H -0.757 -2.190 -2.306
H -1.779 1.656 -3.635
H -4.175 1.185 -3.378
C 0.725 4.475 -2.893
O 0.075 3.272 -2.524
C 0.709 2.379 -1.645
C 1.831 2.941 -0.828
H 0.724 5.203 -2.080
H 0.162 4.882 -3.729
H 1.754 4.299 -3.210
H 2.754 3.031 -1.413
H 2.051 2.274 0.004
H 1.588 3.926 -0.415



4.
Here is a 2-piece molecular cluster, Cl2H3PSi overall from the OMol25 dataset. Energies are from wB97M-V/def2-TZVPD.

- HOMO (eV) = -8.770
- net charge = 0
- relative energy (zero: lowest compared OMol25 entry of this formula, charge and spin) (kJ/mol) = 280.6
- LUMO level (eV) = -0.583
- Kohn-Sham gap (eV) = 8.2

Positions of all 7 atoms, in Å:
Si 1.442 -0.677 0.194
P 1.419 1.132 -0.887
Cl -3.292 0.029 0.086
Cl 1.922 -2.379 -0.973
H 1.318 -1.350 1.496
H -3.467 1.309 -0.107
H 0.659 1.936 0.190



5.
Here is one molecule with the formula C3H6N2S from the OMol25 dataset. Energies are from wB97M-V/def2-TZVPD.

- HOMO (eV) = -8.541
- net charge = 0
- relative energy (zero: lowest compared OMol25 entry of this formula, charge and spin) (kJ/mol) = 386.0
- LUMO level (eV) = 0.885
- Kohn-Sham gap (eV) = 9.4

Positions of all 12 atoms, in Å:
C 0.612 0.846 -0.153
C -1.520 -0.100 0.736
C -1.334 -0.735 -0.680
H 3.790 -0.147 0.301
H 0.195 1.885 -0.311
H -1.576 1.018 0.797
H -1.824 -0.578 1.655
H -1.500 -0.125 -1.693
H -1.234 -1.961 -0.611
N 1.934 0.910 -0.182
N -0.127 -0.307 0.036
S 2.585 -0.709 0.106



6.
Here is one molecule with the formula C4H6O2 from the OMol25 dataset. Energies are from wB97M-V/def2-TZVPD.

- HOMO (eV) = -9.943
- net charge = 0
- relative energy (zero: lowest compared OMol25 entry of this formula, charge and spin) (kJ/mol) = 193.4
- LUMO level (eV) = 0.789
- Kohn-Sham gap (eV) = 10.7

Positions of all 12 atoms, in Å:
O 2.525 -0.599 0.162
C 1.363 -0.692 0.472
C 0.240 -0.253 -0.425
C -1.196 -0.518 0.045
O -1.425 0.870 0.318
C -0.143 1.229 -0.203
H 1.069 -1.068 1.475
H 0.486 -0.524 -1.454
H -1.866 -0.898 -0.734
H -1.310 -1.138 0.946
H 0.465 1.777 0.527
H -0.209 1.813 -1.128



7.
Here is one molecule with the formula C3H7Br2OP from the OMol25 dataset. Energies are from wB97M-V/def2-TZVPD.

- HOMO (eV) = -10.580
- net charge = 0
- relative energy (zero: lowest compared OMol25 entry of this formula, charge and spin) (kJ/mol) = 0.0
- LUMO level (eV) = 0.183
- Kohn-Sham gap (eV) = 10.8

Positions of all 14 atoms, in Å:
C 0.680 1.239 0.124
C 0.888 -1.240 -0.614
C 0.233 -0.203 0.324
O -2.195 -1.541 0.143
P -1.577 -0.224 0.185
Br -2.249 0.786 -1.575
Br -2.029 1.081 1.921
H 0.617 1.721 -0.942
H 0.088 2.000 0.637
H 1.821 1.364 0.519
H 1.898 -1.209 -0.307
H 0.824 -0.903 -1.596
H 0.608 -2.254 -0.199
H 0.391 -0.617 1.378



8.
Here is one molecule with the formula CH2OS2 from the OMol25 dataset. Energies are from wB97M-V/def2-TZVPD.

- HOMO (eV) = -9.707
- net charge = 0
- relative energy (zero: lowest compared OMol25 entry of this formula, charge and spin) (kJ/mol) = 244.8
- LUMO level (eV) = -0.578
- Kohn-Sham gap (eV) = 9.1

Positions of all 6 atoms, in Å:
C 0.319 -0.079 0.837
O 0.267 -1.058 -1.629
S -1.467 1.345 -1.144
S -0.222 -0.056 -0.605
H 0.135 0.802 1.390
H 0.969 -0.954 1.152



9.
Here is one molecule with the formula C6H11N from the OMol25 dataset. Energies are from wB97M-V/def2-TZVPD.

- HOMO (spin up / spin down) (eV) = -6.692 / -7.149
- net charge = 0
- relative energy (zero: lowest compared OMol25 entry of this formula, charge and spin) (kJ/mol) = 446.3
- LUMO level (spin up / spin down) (eV) = 0.991 / 0.930
- Kohn-Sham gap (spin up / spin down) (eV) = 7.7 / 8.1

Positions of all 18 atoms, in Å:
C 2.005 0.749 -0.047
C 0.693 1.369 -0.456
C -0.382 0.305 -0.802
C -1.031 -0.384 0.407
C -1.954 -1.544 0.001
C -0.021 -0.880 1.432
N 1.172 -0.664 1.480
H 2.149 -0.385 1.496
H 2.488 0.136 -0.817
H 2.707 1.427 0.456
H 0.316 2.013 0.357
H 0.814 2.034 -1.330
H -1.190 0.779 -1.378
H 0.067 -0.458 -1.457
H -1.638 0.357 0.955
H -2.744 -1.186 -0.672
H -1.385 -2.322 -0.527
H -2.419 -2.001 0.884



10.
Here is one molecule with the formula CH3ClFOP from the OMol25 dataset. Energies are from wB97M-V/def2-TZVPD.

- HOMO (eV) = -10.736
- net charge = 0
- relative energy (zero: lowest compared OMol25 entry of this formula, charge and spin) (kJ/mol) = 119.1
- LUMO level (eV) = 0.716
- Kohn-Sham gap (eV) = 11.5

Positions of all 8 atoms, in Å:
C -0.303 -0.047 0.973
O 0.229 1.032 0.193
F -0.834 0.167 -1.834
P 0.618 0.760 -1.369
Cl 1.565 -1.181 -1.397
H -0.195 -0.889 0.387
H -1.318 0.289 1.128
H 0.239 -0.132 1.919



11.
Here is C37H39As2N2O2Y as an isolated structure from the OMol25 dataset. Energies are from wB97M-V/def2-TZVPD.

- HOMO (eV) = -6.369
- net charge = 0
- relative energy (zero: lowest compared OMol25 entry of this formula, charge and spin) (kJ/mol) = 0.0
- LUMO level (eV) = -0.019
- Kohn-Sham gap (eV) = 6.3

Positions of all 83 atoms, in Å:
Y 1.131 0.827 0.238
O 2.831 1.863 0.865
N 1.807 2.875 1.256
N 1.189 3.449 0.126
O 0.625 2.495 -0.825
C 1.940 4.440 -0.458
C 1.667 5.007 -1.667
C 2.404 6.037 -2.201
C 3.439 6.600 -1.507
C 3.680 6.094 -0.261
C 2.967 5.042 0.282
H 0.894 4.543 -2.285
H 2.065 6.443 -3.206
H 3.972 7.451 -1.868
H 4.447 6.515 0.329
H 3.207 4.739 1.317
C -1.290 -2.907 1.258
C -1.996 -2.331 0.080
As -1.543 -0.462 -0.386
C -2.946 0.684 0.345
C -2.623 1.240 1.589
C -3.540 2.067 2.228
C -4.726 2.336 1.573
C -5.081 1.702 0.384
C -4.159 0.898 -0.270
C -1.974 -0.418 -2.288
C -1.520 0.693 -2.993
C -1.796 0.853 -4.355
C -2.666 -0.042 -4.968
C -3.138 -1.143 -4.276
C -2.744 -1.328 -2.948
As 0.401 -4.032 1.196
C 0.148 -5.573 0.003
C 1.319 -6.040 -0.675
C 1.253 -7.176 -1.506
C 0.120 -7.967 -1.594
C -1.018 -7.522 -0.970
C -0.956 -6.378 -0.190
C 1.255 -2.818 -0.123
C 0.758 -2.412 -1.366
C 1.489 -1.608 -2.177
C 2.693 -1.087 -1.749
C 3.209 -1.414 -0.496
C 2.468 -2.258 0.312
H -1.931 -3.515 1.831
H -1.028 -2.103 1.910
H -3.098 -2.381 0.196
H -1.801 -2.960 -0.817
H -1.643 1.081 2.038
H -3.364 2.465 3.216
H -5.501 2.935 1.994
H -6.016 1.923 -0.091
H -4.298 0.439 -1.240
H -0.889 1.381 -2.483
H -1.482 1.749 -4.862
H -2.817 0.101 -5.996
H -3.659 -1.933 -4.770
H -3.172 -2.073 -2.342
H 2.222 -5.448 -0.629
H 2.213 -7.500 -1.995
H 0.186 -8.868 -2.139
H -1.970 -8.010 -1.075
H -1.899 -6.118 0.276
H -0.220 -2.760 -1.637
H 1.090 -1.277 -3.103
H 3.244 -0.441 -2.339
H 4.182 -1.057 -0.272
H 2.793 -2.497 1.278
C 2.179 0.564 3.556
C 1.307 1.825 3.496
C 2.008 2.997 4.142
C 0.038 1.531 4.354
C 0.831 2.153 2.102
H 2.435 0.391 4.622
H 3.218 0.618 3.055
H 1.658 -0.388 3.245
H 2.249 2.795 5.167
H 1.384 3.852 4.050
H 2.803 3.261 3.563
H 0.375 1.611 5.405
H -0.520 0.550 4.223
H -0.707 2.316 4.220
H -0.060 2.812 2.081



12.
Here is a 3-piece molecular cluster, C39H53Cl3F3IN2O3S overall from the OMol25 dataset. Energies are from wB97M-V/def2-TZVPD.

- HOMO (eV) = -7.579
- net charge = 0
- LUMO level (eV) = -0.550
- Kohn-Sham gap (eV) = 7.0

Positions of all 105 atoms, in Å:
C 2.045 -0.168 2.645
C 1.026 -0.603 2.193
N -0.265 -1.030 1.717
C -1.029 0.255 1.920
C -1.086 1.002 3.278
C -0.764 0.373 4.651
I 0.140 2.844 3.194
C 0.062 -1.324 0.223
C 1.148 -0.415 -0.425
C 2.652 -0.814 -0.404
O 3.415 0.405 -0.486
C 4.655 0.285 0.183
C 5.765 -0.370 -0.691
C -1.196 -1.054 -0.706
S -1.424 0.644 -1.350
C -3.083 1.227 -0.840
C -3.470 2.412 -1.787
C 0.580 -2.765 -0.015
C 0.969 -3.145 -1.479
O 0.629 -2.560 -2.520
O 1.763 -4.092 -1.507
N -0.250 -3.888 0.526
Cl -1.192 -4.653 -0.740
C -1.244 -3.409 1.451
F -1.909 -4.414 2.135
C -0.773 -2.251 2.493
C 0.310 -3.056 3.246
C 1.152 -2.578 4.463
C 2.672 -2.962 4.291
C 3.377 -2.723 5.644
C 3.848 -1.236 5.831
C 3.924 -0.814 7.335
C 2.836 0.279 7.586
C -2.204 -2.089 3.083
Cl -3.590 -1.535 2.064
C -2.686 -2.412 4.289
C -4.148 -2.263 4.731
Cl -1.707 -3.109 5.552
H 3.048 0.049 2.962
H -0.473 0.970 1.284
H -2.011 0.308 1.443
H -2.087 1.451 3.361
H -1.455 0.787 5.408
H 0.232 0.706 4.987
H -0.783 -0.714 4.763
H 0.963 -0.480 -1.516
H 1.093 0.657 -0.191
H 2.969 -1.413 0.469
H 2.949 -1.406 -1.289
H 5.002 1.317 0.383
H 4.590 -0.216 1.168
H 6.659 -0.441 -0.046
H 5.970 0.257 -1.567
H 5.442 -1.384 -0.976
H -1.281 -1.797 -1.507
H -2.123 -1.196 -0.110
H -3.807 0.400 -0.942
H -3.097 1.571 0.210
H -2.704 2.567 -2.555
H -3.584 3.304 -1.148
H -4.455 2.253 -2.247
H 1.526 -2.875 0.547
H -2.058 -3.046 0.796
H 1.086 -3.440 2.558
H -0.126 -4.004 3.605
H 1.168 -1.506 4.692
H 0.923 -3.083 5.414
H 3.142 -2.456 3.433
H 2.725 -4.052 4.097
H 4.225 -3.420 5.776
H 2.719 -2.923 6.513
H 3.115 -0.593 5.312
H 4.830 -1.173 5.330
H 4.918 -0.364 7.491
H 3.762 -1.663 8.018
H 3.007 0.779 8.551
H 2.900 1.000 6.751
H 1.819 -0.150 7.526
H -4.392 -1.188 4.709
H -4.307 -2.644 5.746
H -4.822 -2.835 4.073
F -3.748 3.068 -4.474
C -4.207 2.466 -5.591
C -5.169 1.481 -5.481
C -5.642 0.867 -6.632
C -5.142 1.238 -7.873
C -4.171 2.226 -7.966
C -3.704 2.849 -6.818
H -5.540 1.201 -4.504
H -6.401 0.099 -6.560
H -5.509 0.754 -8.770
H -3.777 2.513 -8.932
H -2.954 3.628 -6.872
F -1.981 4.911 -9.247
C -0.665 5.027 -8.981
C -0.254 5.218 -7.676
C 1.102 5.332 -7.404
C 2.026 5.263 -8.437
C 1.596 5.075 -9.744
C 0.242 4.951 -10.020
H -0.990 5.277 -6.885
H 1.437 5.474 -6.384
H 3.083 5.356 -8.223
H 2.317 5.026 -10.550
H -0.111 4.795 -11.031



One value per record, in order, for max |F|: 0.0752; 0.1048; 0.0335; 0.0400; 0.0764; 0.0081; 0.0715; 0.1048; 0.0136; 0.0462; 0.0598; 0.0800 hartree/bohr.
One value per record, in order, for E_tot: -69798.5646; -50595.0814; -77326.2823; -42259.5178; -17020.0404; -8338.4568; -154647.1982; -24784.7381; -7885.9057; -27663.5647; -168791.6319; -115071.1621 eV.